Below is 6 unconnected molecules or ions with the total composition C6H26N2O5 in a non-equilibrium geometry, with properties calculated with wB97M-V/def2-TZVPD.

Output
SMILES string: CC(C)CCNCN.O.O.O.O.O
E_LUMO in eV: 0.07
Total charge: 0
E in eV: -19858.3161
Relative energy (zero: lowest compared OMol25 entry of this formula, charge and spin) in kcal per mole: 96.1
Orbital gap in Ha: 0.32893

Structure (XYZ):
```
39
C6H26N2O5 wB97M-V/def2-TZVPD
C 0.79484 0.13474 -1.42141
N -0.61920 0.30202 -1.69630
C -1.30617 -0.64966 -2.75168
N -2.16169 -1.60514 -2.04957
C 1.00379 1.16176 -0.32820
C 1.71719 0.64515 1.00345
C 3.03473 -0.08660 0.73319
C 1.87312 1.74525 2.04199
H 1.39081 0.10183 -2.40875
H 0.96417 -1.00900 -1.03372
H -1.15370 0.08203 -0.87460
H -0.50813 -1.06079 -3.38591
H -1.92471 -0.07365 -3.48033
H -1.59765 -2.31126 -1.59636
H -2.70212 -2.00599 -2.73522
H 0.12230 1.77208 -0.05431
H 1.73531 1.97823 -0.81178
H 0.95919 -0.16060 1.37023
H 3.21304 -0.24349 -0.30975
H 3.91860 0.51393 0.95375
H 3.05090 -0.97278 1.37332
H 0.91133 1.89661 2.65324
H 1.86517 2.63985 1.54445
H 2.77556 1.72175 2.66981
H -0.63939 2.64175 -1.44056
H -1.69591 3.70726 -1.90567
O -0.81600 3.63315 -1.60815
H -2.27901 -2.20721 1.74650
H -0.93737 -2.06621 1.37681
O -1.72076 -2.70725 1.22978
H -3.27418 0.94089 -0.05950
H -3.45162 -0.45764 -0.49442
O -3.58589 0.48526 -0.75761
H -1.21250 0.35308 2.03164
H -0.27100 1.10292 3.04840
O -0.79513 0.26016 2.88757
H 1.39698 -4.11353 1.18734
H 0.58775 -2.83120 1.79300
O 1.33737 -3.25765 1.55933
```

Results of the Mulliken charge analysis, in e, for atoms 1 through 8: -0.201 -0.028 -0.515 -0.443 -1.211 1.654 -1.647 -1.319